Density functional theory data (the ωB97M-V functional and the def2-TZVPD basis) for a 2-piece molecular cluster, C4H7N2O overall at a distorted geometry.

Each line ends with the Mulliken charge.
Atoms and positions in Å:
1 C -0.84051 -0.29498 0.69403  0.56
2 C 1.68083 -0.74537 0.86468  -0.57
3 C 1.05516 -1.88783 -0.02072  -0.74
4 C 0.23597 -1.09715 0.89337  -0.30
5 N -1.82378 0.35105 0.87414  -0.87
6 N -1.03369 1.91015 -1.52254  -0.54
7 O -1.70543 2.59242 -0.44887  -0.47
8 H -1.70096 1.38546 -1.96622  0.28
9 H 2.15244 -1.09063 1.82684  0.20
10 H 2.19949 0.08243 0.35386  0.30
11 H 1.02449 -1.50482 -0.99059  0.28
12 H 1.34734 -2.85075 0.08182  0.26
13 H -1.99778 2.01042 0.22092  0.45
14 H -0.59357 1.13960 -0.86072  0.17

Values from the calculation:
highest occupied orbital energy	-2.55	eV
E_LUMO	4.3	eV
total charge	-1
electronic energy	-9285.3100	eV
HOMO-LUMO gap	6.86	eV



Density functional theory data (the ωB97M-V functional and the def2-TZVPD basis) for C18H47NO4PtSi2 as an isolated structure at a distorted geometry.

Each line ends with the Löwdin spin population.
Atoms and positions in Å:
1 O 2.31493 -0.08731 -0.33485  0.00
2 O 1.47384 -3.18963 1.10960  0.00
3 C 2.33890 0.21237 -1.73452  0.00
4 C 2.81407 1.59915 -2.16022  0.00
5 H 1.29461 0.05966 -2.04609  0.00
6 H 2.94671 -0.57211 -2.22026  0.00
7 H 2.16779 2.39259 -1.76122  0.00
8 H 2.76725 1.67845 -3.24886  0.00
9 H 3.85104 1.79079 -1.86225  0.00
10 C 3.04802 0.71029 0.60844  0.00
11 C 4.22800 -0.06596 1.18266  0.00
12 H 2.31702 0.93403 1.40189  0.00
13 H 3.38398 1.66281 0.17167  0.00
14 H 3.90418 -1.03522 1.58544  0.00
15 H 4.70380 0.51116 1.99065  0.00
16 H 5.00982 -0.24025 0.42766  0.00
17 C 1.21405 -3.75996 2.40882  0.00
18 C 2.33745 -3.95055 0.25873  0.00
19 C 2.04735 -3.11115 3.49102  0.00
20 H 1.38493 -4.85634 2.42474  0.00
21 H 0.15424 -3.55510 2.62102  0.00
22 H 3.11140 -3.31307 3.32787  0.00
23 H 1.75492 -3.52713 4.45971  0.00
24 H 1.86406 -2.02893 3.51115  0.00
25 C 3.71560 -4.21049 0.83542  0.00
26 H 2.42280 -3.34294 -0.64852  0.00
27 H 1.87022 -4.91803 -0.00804  0.00
28 H 4.20300 -3.27682 1.14101  0.00
29 H 4.33886 -4.67483 0.06540  0.00
30 H 3.66681 -4.89590 1.68818  0.00
31 H 0.31678 -1.43346 0.15806  0.00
32 Pt -1.64360 2.84668 0.54276  1.08
33 C -0.78374 -1.46194 0.34545  0.00
34 Si -1.62993 -2.96189 -0.41976  0.00
35 H -0.90997 -1.51821 1.43413  0.00
36 H -1.23457 -0.52730 -0.01568  0.00
37 C -0.77301 -3.35349 -2.05905  0.00
38 C -3.46506 -2.57472 -0.64598  0.00
39 C -1.57640 -4.49134 0.68260  0.00
40 C -1.53715 2.06893 -1.19681  0.30
41 Si -2.98766 3.26481 -1.57870  0.14
42 H -1.75480 1.00312 -1.31014  0.03
43 H -0.69211 2.34944 -1.83297  0.02
44 C -4.42476 2.08034 -1.89507  0.03
45 C -2.42098 4.17250 -3.14526  0.03
46 C -3.65526 4.71399 -0.54326  0.03
47 H -1.91529 -5.38958 0.15526  0.00
48 H -2.23173 -4.34179 1.55148  0.00
49 H -0.56678 -4.69253 1.05713  0.00
50 H -0.91375 -2.52403 -2.77002  0.00
51 H -1.16530 -4.26979 -2.52324  0.00
52 H 0.31012 -3.48452 -1.90276  0.00
53 H -3.61738 -1.53025 -0.95026  0.00
54 H -3.98570 -2.72838 0.31077  0.00
55 H -3.92626 -3.23176 -1.39602  0.00
56 H -1.82138 3.51993 -3.79202  0.00
57 H -1.82149 5.06109 -2.90223  0.00
58 H -3.28454 4.51177 -3.73523  0.00
59 H -2.99743 5.58732 -0.61485  0.00
60 H -3.76042 4.46797 0.52341  0.01
61 H -4.64341 5.00080 -0.92502  0.00
62 H -5.30845 2.58467 -2.30928  0.00
63 H -4.72035 1.59231 -0.95523  0.00
64 H -4.10867 1.30400 -2.60589  0.00
65 N 0.09605 3.95987 0.89825  0.14
66 C -0.10999 5.05324 1.86334  0.01
67 C -1.24889 4.64146 2.76702  0.01
68 O -1.45035 5.22799 3.81491  0.02
69 O -1.97585 3.64260 2.31248  0.11
70 H 0.88768 3.38106 1.20178  0.00
71 H 0.37022 4.34074 -0.00942  0.00
72 H 0.82004 5.23533 2.41357  0.00
73 H -0.38812 5.96344 1.31546  0.00

Values from the calculation:
highest occupied orbital energy (alpha / beta)	-7.65 / -9.14	eV
E_LUMO (alpha / beta)	0.0 / -1.6	eV
multiplicity	3
electronic energy	-48108.5093	eV
HOMO-LUMO gap (alpha / beta)	7.69 / 7.51	eV



Density functional theory data (the ωB97M-V functional and the def2-TZVPD basis) for C3H6N2O as an isolated structure at a distorted geometry.

Each line ends with the Mulliken charge.
Atoms and positions in Å:
1 N 1.77043 -0.03928 -0.25486  -0.36
2 C 1.00789 0.84756 0.43476  0.24
3 O 1.14961 2.05420 0.46275  -0.59
4 C -0.26169 0.23239 0.93802  0.22
5 C -1.45715 -0.58696 -0.49489  -0.80
6 N -0.52055 -0.97391 0.62800  -0.60
7 H 2.70042 0.25010 -0.50301  0.23
8 H 1.53506 -1.02288 -0.17346  0.26
9 H -1.02188 0.93389 1.30383  0.47
10 H -0.86141 -0.16998 -1.33888  0.29
11 H -2.32132 0.07240 -0.31181  0.36
12 H -1.71941 -1.59753 -0.69044  0.28

Values from the calculation:
highest occupied orbital energy (alpha / beta)	-8.76 / -8.76	eV
E_LUMO (alpha / beta)	-0.5 / -0.5	eV
electronic energy	-8233.1044	eV
HOMO-LUMO gap (alpha / beta)	8.23 / 8.23	eV



Density functional theory data (the ωB97M-V functional and the def2-TZVPD basis) for C18H21N3OS as an isolated structure at a distorted geometry.

Each line ends with the Mulliken charge.
Atoms and positions in Å:
1 C -1.34710 -3.46343 4.88595  -1.21
2 H -1.64179 -2.64571 5.38044  0.38
3 O -1.26797 -3.50689 3.53581  -0.46
4 C -0.44529 -2.57204 2.83950  0.52
5 C 0.36831 -1.83932 3.37679  0.42
6 C 1.29744 -0.80023 2.79655  -1.13
7 C 1.23352 -0.61067 1.43079  1.03
8 C 0.48912 -1.70167 0.69026  -1.04
9 C -0.35204 -2.50488 1.35912  -0.42
10 H -1.17252 -3.10977 0.90397  0.33
11 H 0.61844 -1.55214 -0.24738  0.79
12 C 2.38952 0.06285 0.64216  0.45
13 N 1.60112 0.59603 -0.43514  0.12
14 N 2.57047 1.50316 -0.97166  -0.35
15 C 2.12446 2.12106 -2.21392  -0.08
16 N 0.79204 2.58118 -2.40934  -0.12
17 H 0.51630 2.96595 -3.31290  0.31
18 C -0.41836 2.07502 -1.73893  -0.60
19 H -0.07807 1.73121 -0.59307  0.28
20 C -0.86876 0.76355 -2.23640  -0.54
21 C -2.19337 0.26547 -1.79153  0.84
22 C -2.23464 0.21230 -0.29418  -0.12
23 C -3.46847 -0.25425 0.29315  -0.62
24 C -4.66434 -0.15311 -0.49601  -0.59
25 C -4.40105 -0.24357 -1.98571  -0.56
26 C -3.39156 0.21823 -2.42539  -0.27
27 H -3.47812 0.50871 -3.62489  0.10
28 H -5.35534 -0.12218 -2.46445  0.35
29 H -5.67500 -0.43326 -0.14697  0.33
30 H -3.68644 -0.47679 1.31037  0.40
31 H -1.34795 -0.01045 0.30129  0.21
32 H -0.14747 -0.20051 -2.18726  0.10
33 H -0.97023 0.73732 -3.33946  0.46
34 H -1.23131 2.76623 -1.93334  0.38
35 S 3.25273 2.92074 -3.11759  -0.41
36 H 3.67140 1.50649 -0.76609  0.36
37 C 3.68928 0.09919 1.12345  -2.13
38 H 3.81966 -0.19903 2.19748  0.31
39 H 4.39576 0.02111 0.41519  0.60
40 H 3.99004 1.41452 1.54258  0.32
41 H 1.89765 -0.17011 3.52021  0.34
42 H 0.61162 -1.47335 4.68676  -0.01
43 H -2.07786 -4.15062 4.95509  0.38
44 H -0.45426 -3.78787 5.10808  0.55

Values from the calculation:
highest occupied orbital energy	-7.95	eV
E_LUMO	-0.4	eV
electronic energy	-36345.7984	eV
HOMO-LUMO gap	7.57	eV



Density functional theory data (the ωB97M-V functional and the def2-TZVPD basis) for C39H43ClInP2Si2 as an isolated structure at a distorted geometry.

Each line ends with the Mulliken charge.
Atoms and positions in Å:
1 C -1.55782 -0.57681 2.00704  -0.35
2 C -2.27040 0.08682 0.97425  -1.02
3 C -2.04336 -0.59776 -0.24270  -0.69
4 H -2.94500 0.93343 1.11534  0.66
5 C -1.12536 -1.68390 0.02462  -0.65
6 C -0.87309 -1.67700 1.44448  -1.14
7 H -0.32428 -2.43723 1.99428  0.84
8 H -1.56481 -0.30769 3.06360  0.48
9 H -2.56152 -0.44048 -1.19178  0.85
10 H -0.87514 -2.49033 -0.66424  0.79
11 In 0.67863 0.01167 -0.70581  1.27
12 Si 2.82037 0.35900 -7.94240  0.32
13 C 2.07636 1.86098 -8.73878  0.23
14 C 2.67386 2.58735 -9.79231  -0.56
15 H 3.64216 2.27403 -10.18597  0.37
16 C 2.00970 3.69416 -10.33418  -0.49
17 H 2.46460 4.25179 -11.15554  0.37
18 C 0.77067 4.10288 -9.82935  -0.59
19 H 0.26218 4.97290 -10.24229  0.38
20 C 0.17941 3.38242 -8.78713  -0.65
21 H -0.78808 3.68018 -8.38211  0.47
22 C 0.82499 2.26589 -8.24491  -0.09
23 H 0.35000 1.69672 -7.43972  0.59
24 C 2.19999 -1.15966 -8.79854  0.52
25 C 1.10773 -1.11331 -9.68920  -0.16
26 H 0.69825 -0.15024 -9.99775  0.37
27 C 0.53806 -2.30367 -10.15929  -0.59
28 H -0.34232 -2.24930 -10.80102  0.37
29 C 1.08175 -3.54166 -9.80880  -0.51
30 H 0.61302 -4.46021 -10.15244  0.40
31 C 2.23042 -3.58388 -9.00932  -0.49
32 H 2.67728 -4.54936 -8.75892  0.37
33 C 2.80669 -2.40572 -8.52287  -0.62
34 H 3.71532 -2.43868 -7.92018  0.34
35 H 2.50343 0.25171 -6.52530  -0.13
36 Si 0.46076 0.29513 -3.32261  -0.33
37 C -0.26015 -1.31422 -3.92749  0.65
38 C -1.45654 -1.36450 -4.67054  -0.38
39 H -1.92871 -0.43216 -4.99441  0.40
40 C -2.06463 -2.59326 -4.96708  -0.66
41 H -2.97586 -2.60596 -5.56157  0.41
42 C -1.51917 -3.79033 -4.49491  -0.50
43 H -1.99031 -4.74145 -4.73503  0.42
44 C -0.33930 -3.75659 -3.73824  -0.65
45 H 0.08742 -4.68497 -3.35389  0.42
46 C 0.27600 -2.53114 -3.45134  -0.49
47 H 1.16398 -2.52267 -2.81152  0.48
48 C -0.69253 1.69424 -3.75228  0.48
49 C -1.90260 1.91394 -3.05274  -0.04
50 H -2.14142 1.31936 -2.16410  0.33
51 C -2.81024 2.89602 -3.47610  -0.75
52 H -3.74950 3.04746 -2.93106  0.43
53 C -2.51268 3.69964 -4.58275  -0.61
54 H -3.22469 4.44934 -4.92831  0.39
55 C -1.29340 3.53090 -5.24765  -0.49
56 H -1.03514 4.16496 -6.09562  0.51
57 C -0.38051 2.55917 -4.81439  -0.86
58 H 0.59091 2.46939 -5.30994  0.64
59 H 4.29622 0.48558 -8.01719  -0.23
60 Cl 2.39123 0.59621 -3.97273  -0.43
61 C 4.09015 0.33868 1.01181  -1.20
62 P 2.39868 -0.27094 1.25026  0.56
63 C 2.60866 -1.95374 1.87079  -1.33
64 C 1.76368 0.69098 2.68037  0.55
65 C 2.00739 0.31402 3.99750  -0.62
66 C 1.43245 1.02138 5.05697  -0.78
67 C 0.62352 2.12657 4.81370  -0.77
68 C 0.39782 2.53957 3.49420  -0.66
69 C 0.94352 1.82295 2.42593  0.09
70 P 0.58675 2.22678 0.66319  1.02
71 C -0.94020 3.19674 0.67969  -1.44
72 C 1.87378 3.41782 0.16608  -1.05
73 H 4.43437 -0.01702 0.03322  0.42
74 H 4.73909 -0.07026 1.79844  0.41
75 H 4.12998 1.43149 1.04136  0.37
76 H 3.26509 -1.96023 2.75122  0.52
77 H 1.64407 -2.40238 2.13538  0.25
78 H 3.07443 -2.54463 1.07114  0.43
79 H 2.65166 -0.53746 4.19792  0.31
80 H 1.62024 0.69908 6.07792  0.43
81 H 0.17272 2.68001 5.64210  0.42
82 H -0.22620 3.41777 3.31221  0.40
83 H -0.70045 4.20608 1.05157  0.50
84 H -1.36436 3.26335 -0.33226  0.25
85 H -1.67573 2.73858 1.35124  0.44
86 H 1.76151 4.30662 0.79955  0.43
87 H 2.88028 3.00963 0.31144  0.27
88 H 1.73065 3.69336 -0.88828  0.41

Values from the calculation:
highest occupied orbital energy	-10.16	eV
E_LUMO	-2.9	eV
total charge	+1
electronic energy	-93165.7164	eV
HOMO-LUMO gap	7.24	eV



Density functional theory data (the ωB97M-V functional and the def2-TZVPD basis) for a single C3H8N2OS molecule at a distorted geometry.

Each line ends with the Mulliken charge.
Atoms and positions in Å:
1 C -2.22587 0.50466 0.27479  -0.29
2 C 0.96298 0.04192 0.25028  0.55
3 C 1.63511 -1.22843 -0.25984  -1.19
4 N -1.05230 0.82664 1.10257  -0.40
5 N -0.16537 -0.17070 0.76446  -0.20
6 O -2.02856 0.86317 -1.08580  -0.50
7 S 1.89079 1.59466 0.10285  -0.29
8 H -2.49372 -0.60404 0.54629  0.31
9 H -3.01977 1.11634 0.66576  0.33
10 H 0.91204 -1.94505 -0.31612  0.37
11 H 2.30586 -1.67187 0.38405  0.33
12 H 2.12301 -1.11645 -1.19025  0.35
13 H -0.74760 1.75963 0.80635  0.18
14 H -2.01648 0.04686 -1.60321  0.31
15 H 1.29401 2.49609 0.90074  0.13

Values from the calculation:
SMILES string	C/C(S)=N/NCO
highest occupied orbital energy	-8.85	eV
E_LUMO	0.7	eV
electronic energy	-19101.6468	eV
HOMO-LUMO gap	9.54	eV